1.
156
Properties=species:S:1:pos:R:3:forces:R:3 method="wB97M-V/def2-TZVPD" homo_lumo_gap_ev=10.99 relative_energy_kj_mol=362.6
C 4.2900 3.0527 -3.9430 -1.0 0.0 1.0
C 5.7438 3.3556 -4.0665 0.6 0.2 0.6
C 6.3853 2.9521 -5.3835 1.4 0.5 0.3
C 5.5447 2.2055 -6.2545 -0.8 -0.8 -1.2
N 4.8731 1.6444 -7.0026 0.1 0.1 0.3
H 3.9233 3.5390 -3.0300 -0.1 0.1 -0.2
H 4.0787 1.9920 -3.7784 0.1 0.0 -0.4
H 3.7177 3.4201 -4.7900 -0.2 0.0 -0.1
H 6.2843 2.8534 -3.2645 0.0 0.0 0.0
H 5.9068 4.4190 -3.8931 0.0 0.1 -0.1
H 7.2794 2.3675 -5.1701 0.0 -0.2 -0.1
H 6.7612 3.8156 -5.9341 -0.2 0.1 -0.1
C 4.4214 -3.8836 1.5759 0.0 -0.4 -0.6
C 3.2183 -4.1595 2.4774 1.9 -0.1 0.7
C 2.0688 -3.2206 2.2785 -0.6 0.2 0.6
C 1.3802 -3.3606 1.0026 1.0 0.2 2.1
N 0.7781 -3.4601 0.0523 -1.2 -0.3 -2.3
H 4.9775 -3.0032 1.8983 -0.2 0.2 -0.2
H 4.1009 -3.7870 0.5311 0.0 0.3 0.1
H 5.1372 -4.7104 1.5483 -0.1 0.0 0.3
H 3.5817 -3.9862 3.4981 -0.2 -0.1 0.0
H 2.9806 -5.2189 2.4454 -0.5 0.0 -0.2
H 2.3600 -2.1727 2.4181 0.1 -0.1 -0.3
H 1.3592 -3.3945 3.0963 -0.3 0.0 -0.4
C 2.3578 0.2985 3.9991 1.1 0.0 -0.8
C 2.3840 0.7810 2.5333 -0.6 -0.9 0.6
C 2.0293 2.2244 2.3426 0.1 1.6 -0.9
C 3.0044 3.1498 2.9342 2.7 2.3 1.7
N 3.8341 3.8694 3.3743 -2.8 -2.4 -1.5
H 1.3477 0.2689 4.3845 0.0 0.2 0.2
H 3.0358 0.9106 4.6045 -0.5 0.1 0.1
H 2.8035 -0.7033 4.0360 -0.3 0.0 0.1
H 1.6177 0.1996 2.0022 0.5 0.1 -0.1
H 3.3653 0.6089 2.0880 0.0 -0.1 0.0
H 1.0227 2.5424 2.6354 0.1 -0.3 0.4
H 2.0741 2.4826 1.2673 -0.1 -0.3 0.2
C 5.0896 -2.7931 -2.2391 0.7 0.7 0.4
C 5.9801 -2.2031 -1.1120 -0.8 0.6 0.0
C 7.1583 -1.3378 -1.6057 0.7 -0.7 -0.3
C 6.8883 -0.5302 -2.7987 2.2 -8.1 11.8
N 6.7191 0.0791 -3.6517 -2.4 8.2 -11.6
H 4.2747 -3.3779 -1.8208 0.2 -0.4 0.0
H 5.6836 -3.3185 -2.9885 -0.2 -0.3 0.1
H 4.6021 -1.9565 -2.7409 0.1 0.1 -0.1
H 6.3764 -2.9322 -0.4032 0.0 -0.2 -0.3
H 5.2913 -1.5773 -0.5184 0.4 0.0 -0.1
H 8.0107 -1.9831 -1.8810 -0.4 0.0 0.0
H 7.5853 -0.6920 -0.8348 -0.4 0.0 0.1
C -4.1090 -2.4820 4.0087 1.6 0.1 0.2
C -3.5079 -2.7618 2.6205 -0.4 0.0 0.6
C -4.6422 -3.0640 1.6603 1.1 1.3 -2.2
C -5.5816 -4.0549 2.0386 -2.2 -2.2 1.4
N -6.3467 -4.8557 2.3992 1.3 1.3 -0.7
H -4.8916 -1.7309 3.9604 -0.2 0.0 0.0
H -3.3068 -2.0723 4.6443 -0.5 -0.1 -0.1
H -4.4539 -3.3838 4.5036 -0.3 -0.1 -0.1
H -2.7633 -3.5600 2.6099 -0.2 -0.2 0.3
H -2.9742 -1.8801 2.2706 -0.2 0.1 -0.1
H -4.2811 -3.3370 0.6535 0.2 -0.2 0.3
H -5.1291 -2.1103 1.4306 -0.4 -0.1 0.4
C 2.6304 -1.1052 -5.1781 -0.5 0.9 1.6
C 3.5903 -1.5093 -6.2210 -0.9 0.8 -1.0
C 3.9199 -2.9404 -6.0907 0.3 -1.4 0.8
C 4.7367 -3.4066 -7.1853 1.9 -0.9 -2.5
N 5.3806 -3.7038 -8.1151 -1.4 0.5 2.1
H 3.1498 -0.9050 -4.2352 -0.1 -0.1 0.1
H 1.8818 -1.8717 -4.9721 -0.2 0.1 -0.1
H 2.1513 -0.1644 -5.4507 -0.2 -0.1 0.0
H 4.4239 -0.8260 -6.2046 0.5 0.0 -0.3
H 3.0361 -1.4045 -7.1530 0.5 0.2 -0.4
H 2.9957 -3.5242 -6.0612 0.0 0.0 -0.2
H 4.3990 -3.1706 -5.1355 0.2 0.1 0.0
C -3.9577 2.3221 5.0608 1.1 -0.8 -0.1
C -3.2096 2.5095 3.7238 -0.9 -0.1 0.5
C -1.9932 1.6283 3.6727 1.2 -0.4 0.6
C -1.0366 1.9275 4.7651 -2.5 -0.6 -2.7
N -0.2667 2.0564 5.5719 2.4 0.5 2.5
H -4.9567 2.7277 5.0186 -0.2 0.3 0.3
H -3.3454 2.6855 5.8918 -0.4 0.5 -0.1
H -4.0022 1.2467 5.2899 -0.3 0.1 -0.2
H -2.8937 3.5441 3.5920 -0.2 0.1 -0.1
H -3.9003 2.2086 2.9327 0.2 0.2 -0.3
H -1.3939 1.7092 2.7594 -0.3 0.0 -0.1
H -2.2272 0.5650 3.8175 -0.2 0.2 -0.3
C -2.9718 -2.1838 -3.2175 -1.1 0.1 1.0
C -2.2314 -3.3851 -3.7111 0.4 -0.7 -0.3
C -1.6376 -4.2548 -2.5881 -0.5 -0.8 0.4
C -2.6847 -5.0816 -1.9356 4.7 4.0 -3.0
N -3.4668 -5.7044 -1.4682 -4.6 -3.6 2.8
H -2.3209 -1.4684 -2.7088 0.0 0.1 -0.3
H -3.7226 -2.4908 -2.4654 0.3 0.0 -0.1
H -3.5766 -1.7073 -3.9876 0.3 0.2 -0.2
H -1.4427 -3.0958 -4.4085 0.1 0.0 0.1
H -2.9013 -4.0377 -4.2801 0.0 0.1 0.0
H -1.1555 -3.7317 -1.7531 0.2 0.2 -0.5
H -0.9437 -4.9959 -2.9990 0.2 0.3 0.1
C -0.8479 4.2651 -0.0699 0.0 -0.7 0.0
C -2.0539 4.5380 0.7795 -0.9 0.8 0.3
C -1.8636 5.7230 1.7312 1.0 -0.2 1.1
C -1.0157 5.3309 2.9136 -1.5 0.8 -2.3
N -0.3507 5.0465 3.7878 1.1 -0.6 1.4
H -0.6615 5.0738 -0.7713 0.2 0.2 0.1
H -1.0747 3.3804 -0.6561 0.3 -0.2 -0.2
H 0.0319 4.0586 0.5408 0.1 0.1 -0.1
H -2.3873 3.6897 1.3834 0.2 -0.2 -0.2
H -2.8937 4.8044 0.1257 0.0 -0.1 0.0
H -2.8121 6.0825 2.1417 0.2 0.1 -0.2
H -1.2962 6.5321 1.2479 -0.5 0.0 0.0
C 1.5790 -0.3636 -1.0914 -0.4 0.8 -0.3
C 0.1814 0.2700 -1.0474 0.6 0.3 0.0
C -0.9019 -0.4822 -0.2836 0.0 -0.1 -0.4
C -0.5882 -0.8033 1.1026 -0.5 0.7 -1.7
N -0.3944 -0.9970 2.2035 0.4 -0.4 1.7
H 1.8566 -0.6681 -0.0872 0.3 -0.2 0.0
H 2.2762 0.4036 -1.4520 0.0 -0.2 0.2
H 1.6322 -1.1838 -1.7953 0.0 -0.4 0.1
H -0.1908 0.4457 -2.0603 0.0 -0.1 0.0
H 0.2711 1.2687 -0.6024 0.0 -0.1 0.0
H -1.1527 -1.4263 -0.7724 -0.1 0.1 0.0
H -1.7647 0.1817 -0.2974 -0.4 -0.4 0.2
C 1.2170 -1.3906 7.0205 1.4 0.9 1.6
C 0.4961 -2.4032 6.2288 -1.1 -0.4 0.2
C -0.6634 -1.7788 5.4360 1.7 -1.4 -1.7
C -1.6162 -1.1069 6.2250 1.0 -0.3 -0.7
N -2.4342 -0.5809 6.7934 -2.1 1.4 1.6
H 1.7840 -0.6840 6.4221 -0.1 0.2 -0.1
H 1.9489 -1.8553 7.6981 0.0 -0.1 -0.3
H 0.5982 -0.8391 7.7342 -0.3 0.1 -0.4
H 0.0920 -3.1185 6.9511 0.0 -0.3 -0.4
H 1.1905 -2.8905 5.5494 -0.1 -0.3 -0.1
H -1.1921 -2.5294 4.8352 0.0 -0.1 0.2
H -0.2222 -1.1480 4.6565 -0.3 0.4 0.3
C -6.1545 3.3635 -0.1363 -0.5 -0.3 0.2
C -6.9215 2.0957 0.3315 1.4 0.6 0.3
C -6.3188 0.8174 -0.2614 0.2 -0.7 0.8
C -4.9655 0.5344 0.3013 -0.9 0.4 -0.6
N -3.9637 0.2458 0.7766 0.4 0.1 0.1
H -5.1305 3.4030 0.2509 -0.1 -0.2 -0.1
H -6.6542 4.2598 0.2343 0.0 0.0 0.0
H -6.1444 3.4372 -1.2258 0.1 0.0 0.1
H -7.9803 2.1958 0.1161 -0.1 -0.2 -0.1
H -6.7700 1.9872 1.4155 -0.5 0.2 -0.2
H -6.2588 0.8193 -1.3527 -0.1 -0.1 0.1
H -6.8866 -0.0603 0.1068 0.0 0.4 -0.6
C -2.1874 2.7157 -3.0883 -2.5 1.7 0.1
C -3.6228 2.1527 -2.9786 0.8 -1.6 -0.8
C -4.6402 2.7123 -3.9850 -0.6 1.3 1.0
C -5.1811 4.0352 -3.5775 4.5 -9.1 -2.7
N -5.6317 4.9786 -3.2989 -4.2 9.0 2.7
H -1.5318 2.2843 -2.3616 0.5 -0.5 -0.1
H -2.3478 3.7727 -2.8002 0.7 -0.2 -0.2
H -1.8868 2.7069 -4.1310 0.5 -0.3 0.1
H -3.9862 2.1992 -1.9498 -0.1 0.2 -0.1
H -3.5618 1.0748 -3.2351 -0.1 0.3 0.3
H -5.5405 2.0901 -3.9680 0.3 -0.2 -0.5
H -4.2673 2.8946 -4.9940 0.1 -0.7 0.0

=====

2.
180
Properties=species:S:1:pos:R:3:forces:R:3 method="wB97M-V/def2-TZVPD" homo_lumo_gap_ev=8.34 relative_energy_kj_mol=1.7
C 5.7053 -1.8522 2.5136 -0.7 -0.4 -0.6
C 6.2649 -1.9411 3.9175 -0.7 -0.3 1.0
C 5.1864 -1.3690 4.8980 -0.8 0.8 -2.0
S 3.5663 -1.9130 4.0694 0.2 2.0 -0.1
O 2.7040 -0.7198 3.8242 1.1 -2.0 0.6
O 3.0395 -3.0862 4.7416 -0.3 0.2 0.0
C 4.3033 -2.4529 2.4910 -0.8 0.8 1.2
H 6.2168 -2.3612 1.6967 0.7 -0.1 0.4
H 5.7205 -0.7949 2.2490 -0.5 0.0 -0.2
H 7.1722 -1.3370 3.9180 0.2 -0.4 0.6
H 6.3761 -2.9711 4.2563 0.8 -0.1 -0.3
H 5.1247 -0.2910 4.7489 0.0 0.2 0.2
H 5.2247 -1.5509 5.9720 0.0 -0.5 -0.3
H 3.6751 -2.1135 1.6675 0.0 0.0 0.1
H 4.1875 -3.5263 2.6413 0.7 -0.1 -0.5
C -5.5020 -3.4352 0.5788 0.3 1.8 0.0
C -3.9381 -3.6379 0.3686 -1.0 1.0 -0.9
C -3.1943 -2.2595 0.2187 -0.3 0.0 1.6
S -4.3531 -0.8610 0.6290 0.8 -3.7 2.7
O -4.8497 -0.4120 -0.6106 -0.7 1.5 -1.9
O -3.7810 0.0144 1.6605 -0.9 -0.6 -1.3
C -5.7041 -2.0127 1.2780 1.3 -0.9 0.1
H -5.9146 -4.2587 1.1615 0.2 0.3 0.4
H -6.1470 -3.4275 -0.2999 0.7 0.0 -0.5
H -3.7640 -4.2502 -0.5162 0.0 -0.1 0.1
H -3.5266 -4.1490 1.2390 -0.1 0.0 -0.1
H -2.6914 -1.9797 -0.7070 -0.3 -0.3 -0.1
H -2.4643 -2.2582 1.0281 0.3 0.4 -0.2
H -6.6498 -1.4996 1.1036 0.1 -0.2 0.0
H -5.5148 -2.2000 2.3349 -0.1 0.6 0.2
C -0.4547 3.7794 -1.3333 -0.4 2.0 -0.6
C 0.3803 4.9618 -0.7693 0.0 -0.1 -0.4
C -0.3866 6.2844 -1.1519 0.7 -1.7 0.0
S -0.7262 6.0204 -2.9610 2.3 1.6 1.8
O 0.3971 6.6814 -3.6957 -2.3 -1.8 0.9
O -2.0975 6.3913 -3.2158 0.1 -0.3 -0.6
C -0.5331 4.1725 -2.8531 0.2 0.9 0.3
H -1.4230 3.9000 -0.8476 -0.3 -0.5 -0.2
H -0.0416 2.7943 -1.1161 0.1 0.1 -0.3
H 1.3498 4.9110 -1.2649 0.2 0.3 -0.1
H 0.5874 4.8353 0.2933 -0.3 0.3 0.1
H 0.1891 7.1840 -0.9342 -0.1 0.0 -0.4
H -1.3243 6.2680 -0.5966 -0.2 0.2 -0.2
H 0.4711 4.0807 -3.2669 -0.2 -0.5 -0.4
H -1.3585 3.8447 -3.4852 0.2 -0.6 0.1
C -4.7691 4.4481 -2.6550 1.6 0.1 -1.5
C -4.7232 3.9065 -1.2534 0.1 0.6 1.0
C -4.6282 2.3965 -1.2534 -1.5 -1.0 -0.1
S -4.5849 1.8034 -2.9773 -2.9 0.8 0.9
O -5.4519 0.6515 -3.2738 1.4 1.7 0.3
O -3.1909 1.7892 -3.2650 1.9 -0.4 -1.2
C -5.2831 3.4127 -3.6456 -0.7 -0.7 0.7
H -3.7553 4.6049 -3.0235 0.2 0.6 0.4
H -5.2792 5.4111 -2.6735 -0.1 -0.2 -0.3
H -5.5879 4.2725 -0.6998 -0.5 -0.5 -0.1
H -3.9451 4.3989 -0.6701 0.4 -0.3 -0.3
H -5.5847 1.9657 -0.9573 0.1 0.0 0.5
H -3.8421 1.9121 -0.6742 0.0 0.2 -0.3
H -6.3700 3.4717 -3.5871 -0.1 -0.9 -0.3
H -4.9505 3.4743 -4.6817 0.1 0.2 0.2
C 1.4954 1.5507 -6.6054 -1.5 -0.5 -0.9
C 0.5959 1.9840 -5.3745 0.1 -0.6 0.2
C -0.6963 1.1182 -5.2523 0.6 0.1 -1.0
S -0.5111 -0.2376 -6.5111 -0.2 -0.5 -0.3
O -1.7581 -0.4679 -7.2436 1.0 0.2 1.0
O 0.1873 -1.3922 -5.9226 -0.7 1.5 -0.4
C 0.6271 0.6995 -7.6029 -0.4 0.3 1.1
H 2.3159 0.8780 -6.3557 0.1 0.5 0.5
H 1.8250 2.4073 -7.1934 0.4 0.0 0.4
H 0.2589 3.0206 -5.3728 0.2 0.0 -0.7
H 1.1661 1.9436 -4.4465 0.2 -0.4 -0.1
H -1.5445 1.7301 -5.5595 -0.1 -0.3 -0.2
H -0.9265 0.7551 -4.2507 0.2 -0.3 -0.2
H -0.0216 1.2879 -8.2518 -0.1 0.2 0.2
H 1.1786 0.0324 -8.2654 0.1 -0.2 0.4
C -3.0862 -1.6750 -3.7522 -0.6 0.2 0.7
C -4.1195 -2.0908 -4.7714 -0.7 -1.1 -0.7
C -4.3254 -3.6024 -4.7192 0.3 -0.5 0.7
S -2.7363 -4.3773 -4.1659 -0.6 0.6 0.3
O -2.0069 -4.8676 -5.3351 -0.6 0.3 1.4
O -3.0007 -5.2503 -3.0074 0.5 0.8 -1.2
C -2.0234 -2.7316 -3.6134 0.5 -0.6 -1.5
H -3.5995 -1.5233 -2.8027 0.0 0.3 0.1
H -2.6722 -0.7318 -4.1089 0.1 0.0 0.5
H -3.8349 -1.8093 -5.7852 -0.1 0.3 0.1
H -5.1088 -1.7265 -4.4946 0.2 0.8 -0.4
H -4.7073 -4.0535 -5.6351 0.4 0.0 0.0
H -5.0375 -3.7956 -3.9169 0.1 -0.4 0.1
H -1.3525 -2.5345 -4.4495 0.5 -0.3 0.2
H -1.4605 -2.7440 -2.6801 -0.2 -0.4 0.0
C -3.1013 2.8064 4.6036 0.2 -0.2 -0.9
C -3.9365 4.0468 4.7264 -0.6 1.4 0.5
C -3.1827 5.2593 4.2074 0.1 -0.3 -0.8
S -2.2748 4.6593 2.7071 -0.4 -0.2 0.5
O -0.9006 5.1679 2.7697 -1.4 -0.4 -0.7
O -3.1411 4.8353 1.5052 1.7 -0.2 2.0
C -2.3399 2.8767 3.1953 -1.1 -0.2 1.3
H -3.8126 2.0029 4.7945 0.2 -0.5 -1.0
H -2.4172 2.6532 5.4382 0.4 0.6 -0.2
H -4.1880 4.2224 5.7723 0.0 0.0 0.1
H -4.9033 4.0262 4.2234 0.1 -0.6 -0.3
H -2.4946 5.5977 4.9821 0.3 0.3 -0.5
H -3.8395 6.0336 3.8109 0.1 0.2 0.3
H -1.3597 2.4211 3.3360 0.1 0.3 -0.5
H -2.9444 2.4026 2.4220 0.3 -0.2 0.0
C 6.5066 -1.6183 -2.6788 1.0 1.7 1.1
C 5.0441 -1.3550 -3.0425 0.4 0.4 -0.3
C 4.8090 0.1402 -2.7395 -0.3 0.0 0.4
S 5.6483 0.4549 -1.0888 2.7 -1.6 -0.9
O 4.8730 0.3311 0.1310 -0.4 0.4 -1.0
O 6.5946 1.5410 -1.2639 -1.0 0.3 0.2
C 6.7074 -1.0753 -1.2331 -1.0 -1.1 -0.4
H 7.1693 -0.9509 -3.2297 -0.3 0.3 -0.7
H 7.0071 -2.5675 -2.8703 -0.8 -0.4 0.4
H 4.3312 -1.9655 -2.4882 0.2 -0.1 -0.1
H 4.9809 -1.5125 -4.1192 -0.6 -0.1 0.0
H 3.7772 0.4906 -2.7138 -0.1 -0.4 0.3
H 5.2876 0.7273 -3.5233 0.4 0.3 0.5
H 6.2976 -1.8256 -0.5569 0.0 0.2 0.3
H 7.7626 -0.8947 -1.0282 -0.3 0.4 0.2
C 1.7155 3.4107 2.5284 -0.3 -1.0 0.9
C 3.0735 3.3375 1.8087 0.7 0.6 0.5
C 4.2355 3.4571 2.8358 -0.8 -0.1 1.4
S 3.4759 3.1779 4.5566 -0.9 2.0 -0.4
O 3.2716 4.5320 5.1765 0.4 -2.8 -1.2
O 4.1949 2.1522 5.3055 -0.6 0.6 -0.6
C 1.8486 2.6103 3.8350 0.8 -0.4 0.2
H 0.9840 2.9023 1.9004 -0.2 0.0 0.0
H 1.2745 4.3696 2.8009 0.6 0.3 -0.5
H 3.1240 4.1113 1.0427 0.2 0.1 0.1
H 3.2265 2.3938 1.2851 -0.4 -0.2 0.1
H 4.6551 4.4540 2.9712 0.1 -0.1 -0.3
H 5.0013 2.6858 2.7535 0.0 0.2 -0.2
H 1.0403 2.6454 4.5654 0.1 0.6 0.0
H 1.9658 1.5460 3.6305 0.4 -0.1 0.0
C -1.4054 -3.0238 5.3106 0.4 -0.4 -2.4
C -2.5181 -2.2249 5.9852 1.0 1.6 0.2
C -2.6820 -0.9426 5.0908 0.4 -1.3 -1.1
S -1.0171 -0.4178 4.5212 -0.3 -2.2 0.1
O -0.4599 0.6291 5.3277 0.0 0.5 0.2
O -1.0724 -0.2725 3.0743 0.0 0.2 0.8
C -0.2227 -2.0700 4.9101 -1.2 0.8 1.0
H -1.7916 -3.4642 4.3913 -0.4 0.5 -0.6
H -1.0248 -3.9767 5.6783 0.1 0.4 1.3
H -2.1181 -1.9163 6.9511 -0.5 0.0 0.4
H -3.4960 -2.6973 6.0777 0.3 -0.3 0.1
H -3.3983 -0.1497 5.3058 0.5 0.0 0.6
H -2.9987 -1.3568 4.1336 -0.4 0.1 -0.2
H 0.3566 -1.8855 5.8148 0.3 0.2 -0.2
H 0.4326 -2.3381 4.0814 -0.3 -0.1 0.1
N 0.0105 0.1771 0.6189 -0.5 1.1 -0.5
C 1.2907 -0.3065 0.5838 -0.6 0.2 0.3
C 1.5210 -0.6736 -0.7121 1.6 -0.8 0.4
C 0.3785 -0.4379 -1.4675 -0.4 0.4 -1.0
C -0.5244 0.1756 -0.6424 -0.1 -0.2 0.1
H -0.4689 0.6524 1.3701 0.4 -0.5 0.3
H 1.8927 -0.3838 1.4771 0.0 0.1 0.0
H 2.4660 -1.0810 -1.0398 -0.1 -0.2 -0.1
H 0.2543 -0.6747 -2.5139 0.0 0.2 0.0
H -1.4369 0.6886 -0.9080 -0.2 -0.3 0.3
N 3.3249 -4.7595 -0.0246 0.9 0.1 0.9
C 3.5433 -4.1872 -1.2283 -0.1 -0.5 0.0
C 4.8614 -4.4031 -1.5249 -0.2 0.8 -2.0
C 5.5079 -5.1277 -0.4916 -0.2 1.8 -0.3
C 4.5442 -5.1903 0.4622 -1.2 -1.8 1.2
H 2.4231 -4.8901 0.4111 0.1 0.2 0.1
H 2.7312 -3.7121 -1.7586 0.2 -0.1 -0.2
H 5.1967 -4.0225 -2.4785 0.7 -0.3 0.1
H 6.5734 -5.2787 -0.4009 -0.2 -0.3 0.1
H 4.5823 -5.6711 1.4285 0.0 0.0 0.0
N 0.9102 -6.1796 2.0894 0.2 0.6 -0.7
C 0.2277 -6.1671 0.8891 -0.7 0.1 1.4
C -0.1352 -4.8447 0.6835 -0.2 -0.4 -1.2
C 0.5102 -4.0140 1.6300 -0.5 -0.6 0.4
C 1.0986 -4.8857 2.4978 0.9 -0.7 1.5
H 1.2292 -6.9911 2.5990 0.0 0.2 -0.3
H -0.0537 -7.1353 0.5023 -0.2 0.4 -0.5
H -0.8738 -4.4902 -0.0203 0.3 -0.1 -0.4
H 0.4563 -2.9386 1.7138 0.0 0.0 -0.1
H 1.6509 -4.7743 3.4191 0.0 0.5 0.0